Below is a structure of composition C21H64N6O11, with properties calculated with ωB97M-V/def2-TZVPD.

```
! RIJCOSX wB97M-V def2-TZVPD def2/J DEFGRID3
* xyz 0 1
C -3.8548 -1.1462 3.6582
O -3.6028 0.2180 3.1981
H -3.0651 -1.7686 3.7748
H -4.7179 -1.7142 3.0371
H -4.2824 -0.9739 4.6577
H -3.1693 0.2218 2.3598
C -2.1429 4.3572 -0.6817
O -1.3081 4.6548 0.3728
H -2.4805 3.3394 -0.4544
H -1.4512 4.2861 -1.5144
H -3.0863 4.9891 -0.7761
H -0.4399 4.2790 0.1582
C 3.2100 0.6250 1.5060
O 1.8639 0.8615 1.3132
H 3.4792 -0.2601 0.9456
H 3.4703 0.4631 2.6159
H 3.8537 1.4133 1.1696
H 1.6832 1.8065 1.3399
C 2.3088 4.0962 0.0854
O 1.0015 3.6450 0.1984
N 2.8858 4.6593 -1.0091
N 3.0405 3.9577 1.1583
H 2.3162 4.8669 -1.8146
H 3.8652 4.8285 -1.1186
H 2.6188 3.4019 1.8987
H 4.0041 4.3496 1.1480
C -1.7405 2.7966 2.9572
O -1.3667 1.7254 2.1357
N -2.4975 2.5358 4.0057
N -0.8887 3.5089 3.6762
H -3.4019 2.9804 3.7954
H -2.8497 1.5220 3.8722
H -0.6564 4.4356 3.2364
H 0.0536 3.1301 3.4421
C -1.5288 -3.5065 -1.6362
O -1.8731 -4.2419 -2.7821
N -2.3444 -3.1094 -0.7183
N -0.3024 -3.2261 -1.2697
H -3.3749 -3.1116 -0.8325
H -1.9482 -2.5276 0.0066
H 0.4009 -3.6372 -1.9677
H 0.0568 -2.3217 -0.9384
C 1.6068 -3.1956 -4.2023
C 2.4442 -3.7699 -3.0891
C 3.2427 -2.7152 -2.4548
O 1.8727 -4.5841 -2.2672
H 2.2426 -3.0918 -5.1526
H 1.3462 -2.1783 -3.8496
H 0.7015 -3.6983 -4.4813
H 3.2014 -4.3655 -3.5662
H 4.0034 -3.1412 -1.9255
H 2.7668 -2.0081 -1.7453
H 3.6879 -2.1675 -3.3032
H 2.4405 -5.3686 -2.1532
C 0.2779 0.8560 -2.3800
C -0.0486 0.5513 -0.9309
C -1.5484 0.4069 -0.7642
O 0.5134 -0.4794 -0.4512
H -0.4392 1.4204 -3.0036
H 0.4448 -0.0362 -2.8765
H 1.1234 1.5472 -2.3781
H 0.1396 1.4059 -0.3149
H -2.0183 1.3884 -1.1078
H -1.8586 0.2785 0.2777
H -2.0799 -0.4256 -1.2805
H 1.0394 -0.1316 0.2677
C -4.9065 -0.3709 -0.0489
C -5.7751 -1.6816 -0.1019
C -6.2015 -1.9263 -1.5166
O -5.2111 -2.6898 0.3843
H -4.2540 -0.3525 0.7418
H -5.6007 0.5080 -0.0279
H -4.3245 -0.1104 -0.9193
H -6.6889 -1.4290 0.4857
H -5.3550 -2.1181 -2.1908
H -6.9346 -1.0514 -1.7936
H -6.7441 -2.8036 -1.6237
H -5.6792 -2.9257 1.1896
C 4.4897 0.4073 -3.9597
C 5.2826 0.7018 -2.6396
C 4.4096 1.4193 -1.6204
O 5.5528 -0.3538 -1.9136
H 4.5726 -0.5763 -4.3627
H 4.7421 1.2030 -4.7273
H 3.4356 0.4566 -3.8404
H 6.1393 1.2976 -2.9015
H 5.0557 1.7995 -0.7169
H 3.6185 0.7801 -1.2055
H 3.8183 2.1971 -2.1005
H 6.2929 -0.7562 -2.3467
C 0.5550 -1.7466 5.1549
C 0.7286 -0.9897 3.8918
C -0.4450 -1.2798 2.8726
O 0.6021 0.2426 4.0818
H -0.5113 -1.7645 5.3735
H 1.1265 -1.4388 5.9920
H 0.7129 -2.7686 4.9106
H 1.6214 -1.3561 3.4505
H -1.3587 -0.7436 2.9709
H -0.6484 -2.3428 2.7587
H -0.0380 -1.0313 1.8724
H 1.0796 0.6866 3.3491
*
```

Computed properties:
ΔE to the lowest compared entry with this formula, charge and spin ... 310.6 kcal/mol
Orbital gap ... 7.66 eV
HOMO level ... -7.951 eV
Electronic energy ... -1994.25812 Ha

***

Below is a cluster of 10 separate species, C21H65N9O13 in total, with properties calculated with ωB97M-V/def2-TZVPD.

```
! RIJCOSX wB97M-V def2-TZVPD def2/J DEFGRID3
* xyz 0 1
C 7.3322 -0.7936 -4.9623
O 7.3524 -1.7606 -3.9068
C 7.8015 -1.2439 -2.6292
C 6.7700 -0.3084 -2.0021
N 5.4947 -0.8696 -1.4498
C 5.6321 -1.7817 -0.3400
C 4.3777 -1.9543 0.4450
O 3.2723 -2.4311 -0.4026
C 2.4914 -3.4904 0.1691
H 7.2613 -1.4501 -5.8326
H 8.3568 -0.3900 -4.9583
H 6.6121 0.0427 -5.0238
H 8.6996 -0.5664 -2.7480
H 8.1004 -2.0520 -1.9928
H 6.4153 0.4017 -2.7381
H 7.3067 0.1283 -1.1421
H 4.9702 -1.2076 -2.2102
H 6.3420 -1.2311 0.2980
H 5.9843 -2.8401 -0.5131
H 4.1129 -0.9648 0.9729
H 4.4698 -2.7244 1.2007
H 1.9463 -3.2880 1.1391
H 3.1978 -4.4521 0.2016
H 1.7453 -3.7780 -0.5609
C -2.5037 -1.6372 5.0082
O -3.2503 -0.7627 4.2054
C -4.7034 -0.7979 4.4530
C -5.4376 0.1481 3.5902
N -5.7528 -0.1502 2.2100
C -4.6662 -0.3440 1.2646
C -5.0943 -0.3364 -0.1749
O -5.6671 0.9058 -0.4781
C -5.8698 1.0104 -1.8684
H -2.7480 -2.6391 4.8024
H -2.8149 -1.5486 6.0320
H -1.4344 -1.4386 4.9809
H -4.9848 -0.4542 5.4514
H -5.1434 -1.7834 4.3448
H -4.7997 1.0457 3.5956
H -6.4337 0.5350 3.9829
H -6.3706 0.5786 1.9521
H -4.2049 -1.3316 1.4006
H -3.9219 0.4018 1.3836
H -5.8194 -1.0848 -0.5179
H -4.1596 -0.5440 -0.7745
H -6.3303 1.9587 -2.1344
H -6.5750 0.2461 -2.2033
H -4.9298 0.8942 -2.3799
C -2.4682 -0.6151 -3.4075
O -2.5144 0.6588 -2.7141
C -1.5435 0.9097 -1.7212
C -0.4095 1.5259 -2.4366
N 0.6946 1.7288 -1.4211
C 0.7993 3.1442 -0.9504
C 1.6669 3.2548 0.3039
O 3.0469 3.1273 0.0160
C 3.8268 2.3581 1.0113
H -3.0303 -1.3996 -2.9266
H -1.3997 -0.8921 -3.5929
H -3.0851 -0.4227 -4.3540
H -1.3072 -0.0180 -1.2418
H -1.9899 1.5581 -0.9802
H -0.6709 2.4588 -2.9456
H -0.0877 0.8604 -3.2317
H 1.6015 1.4192 -1.8011
H -0.1858 3.5815 -0.7449
H 1.2072 3.7488 -1.7736
H 1.3026 2.5160 0.9743
H 1.4902 4.2256 0.8418
H 3.1264 1.7617 1.5825
H 4.3262 3.1326 1.6569
H 4.5411 1.8411 0.3950
N -3.5498 3.6571 -0.6223
C -3.0598 3.4891 0.6781
N -3.8820 3.1037 1.6289
O -1.8310 3.7212 0.9519
H -4.1953 2.9777 -0.9966
H -2.9530 3.9730 -1.3539
H -3.5399 2.6921 2.4782
H -4.8644 2.9446 1.3646
N 0.2392 -3.1341 -4.1508
C 0.6123 -2.4520 -3.0383
N 1.8381 -1.9304 -3.0455
O -0.0970 -2.5062 -2.0394
H 0.9656 -3.4174 -4.8087
H -0.6075 -3.7044 -3.9961
H 2.1942 -1.7543 -2.1015
H 2.4049 -1.8759 -3.8887
N 0.8869 -0.4339 0.9691
C -0.2695 -0.6951 1.6415
N -1.2838 0.2283 1.5331
O -0.4210 -1.7627 2.2491
H 1.4520 -1.2863 0.8197
H 0.9786 0.2477 0.2190
H -2.0514 0.0331 2.1379
H -1.1356 1.2012 1.2528
O -2.6198 2.0769 4.1198
H -1.7151 2.4140 4.1512
H -2.5361 1.0868 4.1200
O 1.6353 -2.4508 3.8118
H 1.4297 -1.9424 4.6240
H 0.8827 -2.1628 3.1743
O -2.4583 -2.6006 -0.4809
H -2.1321 -2.9130 0.4012
H -1.6357 -2.3160 -0.9011
O -0.1722 3.6010 3.4723
H -0.6003 3.7421 2.6105
H 0.7238 3.8184 3.3358
*
```

Computed properties:
ΔE to the lowest compared entry with this formula, charge and spin ... 0.0 kcal/mol
Orbital gap ... 8.75 eV
SMILES string ... COCCNCCOC.COCCNCCOC.COCCNCCOC.NC(N)=O.NC(N)=O.NC(N)=O.O.O.O.O
HOMO level ... -8.525 eV
Electronic energy ... -2310.00495 Ha

***

Below is a cluster of 15 separate species, C21H66FN3O15P in total, with properties calculated with ωB97M-V/def2-TZVPD.

```
! RIJCOSX wB97M-V def2-TZVPD def2/J DEFGRID3
* xyz 1 1
N -2.8810 1.5359 -3.4880
P -1.6834 1.0781 -4.3877
C -0.2278 0.5928 -3.3176
C -0.5376 -0.2567 -2.2659
C 0.4887 -0.6243 -1.4183
C 0.1093 -1.5278 -0.2451
C -0.3260 -0.5651 0.8755
O 0.5109 0.0022 1.5181
F -1.6284 -0.3232 1.1137
C 1.8247 -0.1466 -1.6255
C 2.0307 0.6631 -2.6935
N 1.0196 1.0106 -3.5088
N 1.3480 1.8482 -4.5993
H -2.6225 1.5126 -2.5031
H -2.0305 -0.0791 -5.1269
H -1.3168 2.1002 -5.2955
H -1.5560 -0.6139 -2.1229
H -0.7089 -2.1992 -0.5327
H 0.9666 -2.1364 0.0626
H 2.5893 -0.4498 -0.9183
H 3.0470 1.0275 -2.8349
H 0.5901 2.5149 -4.7663
H 2.1024 2.4398 -4.2505
C 3.2101 -1.1580 1.9482
O 3.5010 -2.4818 1.5069
H 2.9755 -0.5523 1.0790
H 2.3510 -1.1671 2.6183
H 4.0732 -0.7291 2.4614
H 3.7044 -3.0094 2.2851
C 1.9058 3.8649 -0.1563
O 0.6624 3.6355 -0.8206
H 1.7920 4.7213 0.5017
H 2.1764 2.9873 0.4373
H 2.6864 4.0753 -0.8935
H 0.7846 2.8757 -1.3950
C 3.1433 -3.4404 -2.8459
O 1.8776 -3.0341 -3.3596
H 2.9846 -4.0436 -1.9552
H 3.6810 -4.0309 -3.5886
H 3.7288 -2.5526 -2.5812
H 2.0421 -2.5025 -4.1430
C -0.7163 -3.4380 3.5205
O 0.3881 -2.9140 4.2526
H -1.0674 -4.3426 4.0101
H -1.5257 -2.7025 3.4947
H -0.3972 -3.6809 2.5020
H 0.6771 -2.1178 3.7964
C -4.4669 2.8593 -0.2431
O -4.1478 1.5174 -0.6096
H -4.7084 3.4106 -1.1481
H -5.3298 2.8715 0.4259
H -3.6129 3.3310 0.2492
H -3.9375 1.0411 0.1989
C 0.4034 4.8699 -7.0211
O 0.2258 3.4736 -6.7315
H 0.6153 5.3902 -6.0891
H 1.2364 5.0033 -7.7082
H -0.5068 5.2763 -7.4621
H 0.0395 3.0315 -7.5646
C 3.1594 -6.3022 -5.8604
O 4.0552 -5.8528 -4.8452
H 2.3508 -5.5799 -5.9475
H 3.6799 -6.3764 -6.8179
H 2.7435 -7.2759 -5.5932
H 4.7618 -6.5014 -4.7804
C 0.8900 0.9197 5.6757
O 2.0000 0.0348 5.8141
H 1.2397 1.9399 5.8074
H 0.4538 0.8122 4.6760
H 0.1392 0.6942 6.4345
H 1.6657 -0.8596 5.6950
C -2.7947 0.2295 6.7698
O -2.5946 1.6076 6.4938
H -2.2979 -0.0164 7.7058
H -3.8624 0.0117 6.8649
H -2.3663 -0.3765 5.9637
H -3.0446 1.7986 5.6628
C -0.7916 -5.6524 7.0166
O -1.6279 -6.4052 6.1369
H -0.6263 -4.6713 6.5769
H -1.2775 -5.5340 7.9872
H 0.1698 -6.1542 7.1453
H -1.7645 -7.2679 6.5400
C 0.4039 4.6057 4.6769
O 1.1374 4.2493 3.5051
H 0.4656 5.6828 4.8094
H -0.6432 4.3158 4.5604
H 0.8335 4.1114 5.5503
H 1.0698 3.2953 3.4062
C -1.0896 -6.7866 2.2569
O -1.6081 -7.7694 3.1357
H -1.1033 -7.1831 1.2437
H -1.7099 -5.8863 2.3023
H -0.0597 -6.5435 2.5375
H -1.5818 -7.3883 4.0194
C 1.3813 7.3208 -10.2044
O 1.2061 5.9301 -9.9324
H 1.5927 7.8287 -9.2665
H 2.2188 7.4691 -10.8891
H 0.4714 7.7378 -10.6412
H 1.0206 5.4965 -10.7700
C -5.1428 3.0891 3.6520
O -4.0401 2.1861 3.7675
H -4.7705 4.1010 3.7873
H -5.5980 3.0027 2.6640
H -5.8882 2.8747 4.4203
H -4.3842 1.2960 3.6456
*
```

Computed properties:
Orbital gap ... 7.30 eV
HOMO level ... -11.608 eV
Electronic energy ... -2573.24135 Ha

***

Below is a cluster of 18 separate species, C21H78O18 in total, with properties calculated with ωB97M-V/def2-TZVPD.

```
! RIJCOSX wB97M-V def2-TZVPD def2/J DEFGRID3
* xyz 0 1
C -2.5252 11.6649 -22.1565
O -3.7809 11.8086 -21.6841
H -2.5167 11.1523 -23.1184
H -2.1545 12.6660 -22.3767
H -1.8623 11.1225 -21.4823
H -4.3832 11.6598 -22.4167
C -0.4242 8.4875 -9.2122
O -1.7233 8.9247 -9.5316
H -0.1117 8.7747 -8.2082
H -0.4544 7.4039 -9.3259
H 0.2819 8.8792 -9.9444
H -2.3019 8.6988 -8.7996
C 0.3940 11.9138 -9.8864
O 0.9462 13.2292 -9.9596
H 0.6775 11.4264 -8.9536
H -0.6933 11.9823 -9.9201
H 0.8990 11.2527 -10.5907
H 1.6040 13.2284 -10.6587
C -0.4685 6.6305 -14.8557
O -1.5832 6.5427 -15.7165
H -0.7354 5.8881 -14.1036
H 0.4684 6.3429 -15.3328
H -0.5322 7.5328 -14.2475
H -2.2960 6.3098 -15.1171
C -7.2521 7.1668 -16.1952
O -7.6927 6.0319 -16.9595
H -6.3470 6.9249 -15.6382
H -6.8943 8.0047 -16.7937
H -8.2031 7.3843 -15.7090
H -7.1293 5.2780 -16.7700
C -4.0804 15.6582 -19.0817
O -4.8283 15.2943 -17.8989
H -4.5778 15.9598 -20.0035
H -3.3054 16.3926 -18.8624
H -3.5212 14.7584 -19.3383
H -4.2608 14.7075 -17.3936
C -6.4881 13.4990 -14.6117
O -7.4808 13.9429 -13.7027
H -6.9356 12.8916 -15.3985
H -5.9443 14.3429 -15.0363
H -5.7447 12.8660 -14.1271
H -8.0760 14.5319 -14.1722
C -2.1707 14.1181 -15.5320
O -3.2765 13.6510 -16.1745
H -2.2617 15.1956 -15.3948
H -2.1646 13.6025 -14.5717
H -1.3159 13.7679 -16.1107
H -3.0874 12.7382 -16.4041
C -4.2733 8.2796 -11.8636
O -5.5619 8.5539 -12.3087
H -4.1385 7.3384 -11.3307
H -3.5357 8.1923 -12.6613
H -3.8385 9.0850 -11.2717
H -5.9876 9.1250 -11.6650
C -4.8503 5.3513 -13.7621
O -3.6566 4.7432 -13.8075
H -5.5004 4.6451 -14.2787
H -5.1628 5.5768 -12.7425
H -4.7952 6.2835 -14.3242
H -3.8052 3.8020 -13.9246
C -6.4589 11.7404 -18.4716
O -6.7986 10.4622 -17.8679
H -5.4464 11.9867 -18.1516
H -6.5456 11.7969 -19.5567
H -7.1035 12.5604 -18.1552
H -7.0547 9.8526 -18.5638
C -0.1891 6.8938 -19.5849
O 0.1959 6.7192 -20.9138
H -0.6379 6.0756 -19.0217
H 0.7543 7.1046 -19.0813
H -1.0082 7.6018 -19.4586
H 0.3831 7.5475 -21.3615
C -4.4997 4.6583 -17.3896
O -5.7650 3.8934 -17.3966
H -3.6049 4.0717 -17.1813
H -4.3933 5.3315 -18.2402
H -4.4887 5.2520 -16.4756
H -5.7616 3.1378 -16.8044
C -3.9928 8.7310 -19.4454
O -3.2684 9.9284 -19.3380
H -3.8248 8.0573 -18.6052
H -5.0648 8.8917 -19.5597
H -3.7333 8.1991 -20.3607
H -3.6030 10.4837 -20.0460
C 0.9611 11.2451 -18.2805
O 0.3276 11.7967 -17.1040
H 1.0994 11.9722 -19.0807
H 1.9663 10.8943 -18.0467
H 0.4252 10.3274 -18.5230
H -0.5043 11.3448 -16.9448
C 0.3992 14.9742 -19.3652
C 0.0858 16.1957 -20.2354
O 0.5969 17.3139 -19.6857
H 0.1231 14.0101 -19.7922
H -0.1926 14.9269 -18.4510
H 1.4588 14.9464 -19.1109
H -0.9516 16.4633 -20.4363
H 0.6220 16.0943 -21.1789
H 0.5636 17.2255 -18.7303
C 2.8020 10.9641 -13.3010
C 1.9599 12.2576 -13.4299
O 2.3593 13.2445 -12.5399
H 2.8480 10.4193 -14.2440
H 2.2786 10.3192 -12.5951
H 3.8075 11.1668 -12.9323
H 0.8801 12.1863 -13.2993
H 1.8817 12.6354 -14.4494
H 3.3179 13.2784 -12.5792
C -2.0882 10.4762 -14.6025
C -2.1422 9.9069 -16.0210
O -2.2920 10.9229 -16.9480
H -1.3273 11.2163 -14.3550
H -1.9435 9.7749 -13.7807
H -3.0879 10.8636 -14.4058
H -3.0214 9.2631 -15.9978
H -1.3887 9.2233 -16.4121
H -2.4524 10.5367 -17.8121
*
```

Computed properties:
ΔE to the lowest compared entry with this formula, charge and spin ... 256.3 kcal/mol
Orbital gap ... 9.80 eV
HOMO level ... -9.675 eV
Electronic energy ... -2200.79126 Ha